Record 1
Density functional theory data (ωB97M-V/def2-TZVPD) for the ion C6H9N2O with charge +1 in a non-equilibrium geometry.

Summary:
Energy above the lowest of the compared OMol25 structures with the same formula, charge and spin, kJ/mol: 230.4
DFT total energy, Eh: -418.425675
SMILES: C#[N+]C(=O)N1CCCC1
E_HOMO, eV: -14.4
LUMO energy, eV: -4.218

```
! RIJCOSX wB97M-V def2-TZVPD def2/J DEFGRID3
* xyz 1 1
H 1.6503 -1.2013 -2.2497
H 1.6443 1.3308 -1.1555
H 0.2381 -2.6265 -0.4236
C 1.2859 -0.9449 -1.2350
C -1.3360 1.4982 3.0262
C -0.0504 -1.6398 -0.8909
C 0.7386 0.5726 -1.2537
H 0.0450 0.6732 -2.1279
N -1.0251 1.2766 1.9462
H 2.0421 -1.2358 -0.5527
C -0.0435 1.6070 0.6050
N -0.0820 0.5519 -0.1412
H -0.7413 -1.9544 -1.6083
H -0.2821 -1.0307 1.0591
H -1.7576 1.6420 3.9763
C -0.6843 -0.6979 0.1032
H -1.8447 -0.5449 0.1753
O 0.2027 2.7237 0.7471
*
```

For reference, the natural (NBO) charges in units of e are: 0.25, 0.26, 0.24, -0.40, 0.39, -0.44, -0.23, 0.23, -0.34, 0.23, 0.90, -0.43, 0.24, 0.22, 0.28, -0.23, 0.24, -0.42

Record 2
Density functional theory data (ωB97M-V/def2-TZVPD) for a cluster of 5 separate species, C3H14NO3 in total in a non-equilibrium geometry.

Summary:
Energy above the lowest of the compared OMol25 structures with the same formula, charge and spin, kJ/mol: 875.0
DFT total energy, Eh: -402.623302
E_HOMO, eV: -13.8
LUMO energy, eV: -10.189

```
! RIJCOSX wB97M-V def2-TZVPD def2/J DEFGRID3
* xyz 1 1
O -0.1673 0.6470 -1.4455
C -2.7877 -0.8767 -1.0217
H -2.3202 -1.6913 -0.4815
H -1.4762 1.2223 0.7358
H 0.1179 0.4875 -0.5176
C -2.9668 0.3856 -0.4631
H -3.1524 1.3703 1.4336
H 2.3483 -1.2422 1.5642
C -2.4585 0.7529 0.8633
H 2.9014 -0.2373 -0.4571
H -3.2026 1.2040 -1.1400
N 3.3007 -0.9953 1.2898
H -2.3181 -0.1800 1.4130
H 3.2450 -0.4317 -1.9581
H 3.8887 -1.6252 1.8301
O 2.7603 0.1316 -1.3469
H 1.1306 1.0271 0.9370
H 3.3682 -0.0861 1.7466
H -3.3568 -1.0468 -1.9258
O 0.5843 0.2164 0.9377
H 0.5613 0.9680 -1.9939
*
```

For reference, the Mulliken charges in units of e are: -0.52, -0.45, 0.27, 0.21, 0.40, 0.34, 0.38, 0.21, -0.81, 0.44, 0.33, -0.78, 0.33, 0.34, 0.26, -0.62, 0.36, 0.24, 0.29, -0.56, 0.33

| no. | M (g mol⁻¹) |
| --- | --- |
| 1 | 125.15 |
| 2 | 112.15 |